(1)
Below is C36H37N5O6TeTi as an isolated structure, with properties calculated with ωB97M-V with the def2-TZVPD basis set.

As for the total charge: 0. The largest force on an atom comes out at 0.0147 hartree/bohr. The value obtained for the LUMO energy is -0.68 eV. Its HOMO-LUMO gap is 0.2584 hartree. The energy above the lowest of the compared OMol25 structures with the same formula, charge and spin is 32.8 kJ/mol. The calculation puts the energy at -88078.75911 eV.

Last column: Löwdin charge in e.
Atoms and positions in Å:
Ti 0.8586 -0.3320 0.2930  1.103
O -1.7092 0.9655 3.8005  0.146
C -1.5244 0.3822 2.6311  -0.470
O -1.0027 0.9318 1.6839  0.028
C -2.1600 -0.9922 2.5535  -0.090
O -1.6409 -1.7730 1.5039  -0.123
C -0.7677 -2.7994 1.9361  -0.105
C 0.5851 -2.2819 2.4145  -0.540
O 1.3222 -2.9435 3.0871  0.137
O 0.8404 -1.0322 2.0193  -0.138
H -1.4146 1.9123 3.7364  0.084
H -2.1004 -1.4924 3.5222  0.147
H -3.2166 -0.8073 2.3376  0.150
H -1.2124 -3.3922 2.7387  0.139
H -0.5959 -3.4456 1.0756  0.138
N 1.3739 1.6954 0.2137  0.112
C 0.7603 2.6360 0.5301  -0.157
C -0.0325 3.7031 0.8804  -0.247
C -0.7613 4.3578 -0.1424  -0.212
N -1.3500 4.8547 -1.0008  0.157
C -0.4259 3.7696 2.2370  -0.194
N -0.7879 3.7342 3.3321  0.158
C -3.9340 1.8215 -0.8109  -0.065
C -2.9649 1.4509 -1.9367  -0.178
C -1.7334 0.8908 -1.3998  -0.097
N -0.7931 0.4388 -0.9345  0.172
H -4.8521 2.2129 -1.2446  0.082
H -3.5018 2.5876 -0.1702  0.075
H -4.1817 0.9501 -0.2056  0.079
H -2.6862 2.3244 -2.5287  0.116
H -3.3903 0.7092 -2.6137  0.122
C -0.5787 -2.3565 -10.5904  -0.051
C -0.4104 -2.1884 -9.1050  -0.268
C -1.1873 -2.9037 -8.2058  -0.019
C -1.0510 -2.7466 -6.8292  -0.322
C -1.9380 -3.5576 -5.9217  -0.098
C -0.0985 -1.8441 -6.3403  -0.433
Te 0.0765 -1.5639 -4.2442  1.434
N 0.8716 -1.7874 -0.8501  0.011
C 2.1646 -1.8623 -0.6341  -0.535
O 2.7053 -0.8137 -0.0290  -0.135
C 3.0117 -3.0132 -0.9783  -0.151
C 2.4905 -4.0201 -1.7853  -0.024
C 3.2815 -5.1073 -2.1146  -0.068
C 4.5817 -5.1880 -1.6309  -0.074
C 5.0978 -4.1827 -0.8233  -0.066
C 4.3156 -3.0866 -0.4989  -0.002
C 0.0982 0.5579 -4.2872  -0.457
C 1.1938 1.2652 -3.7713  -0.321
C 2.4383 0.6104 -3.2313  -0.069
C 1.1575 2.6586 -3.7752  -0.012
C 0.0886 3.3711 -4.2960  -0.261
C 0.0749 4.8733 -4.2935  -0.046
C -0.9749 2.6476 -4.8213  -0.028
C -0.9962 1.2568 -4.8247  -0.321
C -2.1922 0.5699 -5.4288  -0.075
C 0.7200 -1.1330 -7.2277  -0.292
C 1.7805 -0.1725 -6.7630  -0.058
C 0.5396 -1.3140 -8.5950  -0.016
H -1.3336 -3.1075 -10.8197  0.072
H 0.3580 -2.6639 -11.0580  0.081
H -0.8831 -1.4182 -11.0573  0.081
H -1.9250 -3.6043 -8.5822  0.112
H -2.6040 -4.1906 -6.5069  0.074
H -2.5437 -2.9150 -5.2802  0.055
H -1.3571 -4.2038 -5.2608  0.069
H 1.4744 -3.9309 -2.1467  0.091
H 2.8884 -5.8914 -2.7481  0.105
H 5.1976 -6.0407 -1.8859  0.105
H 6.1096 -4.2550 -0.4474  0.106
H 4.6966 -2.2903 0.1256  0.122
H 2.6239 -0.3584 -3.6941  0.029
H 2.3889 0.4512 -2.1509  0.049
H 3.3018 1.2521 -3.4072  0.089
H 2.0088 3.1999 -3.3754  0.122
H 1.0877 5.2744 -4.2564  0.079
H -0.4661 5.2481 -3.4230  0.052
H -0.4159 5.2615 -5.1863  0.079
H -1.8148 3.1831 -5.2532  0.120
H -3.0181 1.2730 -5.5410  0.079
H -2.5215 -0.2702 -4.8133  0.042
H -1.9620 0.1608 -6.4138  0.081
H 2.3371 -0.5809 -5.9175  0.056
H 1.3463 0.7741 -6.4337  0.079
H 2.4802 0.0386 -7.5708  0.081
H 1.1703 -0.7576 -9.2810  0.120

Cartesian forces (eV/Å) of the 6 atoms listed first:
-0.604 -0.189 0.417
-0.024 0.190 -0.212
-0.177 0.240 0.094
0.229 -0.261 -0.020
0.077 -0.010 -0.056
-0.003 0.006 -0.023

***

(2)
Below is a 5-piece molecular cluster, C23H48F3O14 overall in a non-equilibrium geometry, with properties calculated with ωB97M-V with the def2-TZVPD basis set.

As for the total charge: -1. The largest force on an atom comes out at 0.0958 hartree/bohr. The value obtained for the LUMO energy is 2.41 eV. Its HOMO-LUMO gap is 0.2334 hartree. The energy above the lowest of the compared OMol25 structures with the same formula, charge and spin is 209.9 kJ/mol. The calculation puts the energy at -61441.84043 eV.

Last column: Löwdin charge in e.
Atoms and positions in Å:
O -0.6055 1.5218 0.1125  0.060
C 0.6597 1.3306 0.3790  -0.976
O 1.4206 1.5666 -0.5234  -0.020
O 1.0370 0.9410 1.4957  -0.043
H -0.5410 1.5591 -0.8447  0.077
C -4.4383 -3.6172 -1.0166  -0.054
O -4.7623 -4.0295 -2.3814  -0.214
C -3.7709 -4.7807 -3.0410  -0.213
C -2.5469 -4.0030 -3.4956  -0.192
O -1.7185 -4.7885 -4.3414  -0.136
C -0.6289 -4.1033 -4.9459  -0.172
C 0.3642 -3.3895 -3.9585  -0.168
O -0.2823 -2.3003 -3.2494  -0.229
C 0.6810 -1.3802 -2.7061  -0.073
H -4.3621 -4.5127 -0.3999  0.084
H -5.3166 -3.0348 -0.7380  0.087
H -3.5595 -3.0009 -0.8271  0.087
H -4.1839 -5.1693 -3.9718  0.122
H -3.5984 -5.6017 -2.3451  0.122
H -2.0117 -3.6502 -2.6140  0.118
H -2.9410 -3.1444 -4.0392  0.125
H -1.0226 -3.4242 -5.7022  0.119
H -0.0766 -4.8943 -5.4533  0.117
H 1.2182 -2.9860 -4.5025  0.113
H 0.6947 -4.1599 -3.2618  0.122
H 1.2105 -1.8641 -1.8854  0.101
H 0.0331 -0.5728 -2.3650  0.070
H 1.3297 -0.8943 -3.4350  0.084
C 3.1667 3.6909 2.2799  -0.102
O 4.1736 3.5640 1.3067  -0.173
C 4.0293 4.4513 0.2512  -0.221
C 5.0618 4.3027 -0.8824  -0.218
O 4.9801 3.0368 -1.4409  -0.093
C 5.9957 2.8481 -2.4611  -0.193
C 5.9029 1.5203 -3.1371  -0.202
O 5.8148 0.4206 -2.1949  -0.165
C 5.4357 -0.7887 -2.8617  -0.101
H 3.2522 4.6936 2.6986  0.079
H 3.3321 3.1202 3.1937  0.081
H 2.2530 3.3095 1.8240  0.083
H 4.1582 5.4366 0.6992  0.112
H 3.0093 4.3841 -0.1272  0.127
H 6.0507 4.4429 -0.4458  0.120
H 4.8850 5.1014 -1.6027  0.119
H 6.9906 2.9695 -2.0326  0.117
H 6.0587 3.6845 -3.1572  0.119
H 6.8071 1.4878 -3.7448  0.118
H 5.0353 1.4965 -3.7966  0.123
H 4.3545 -0.6875 -2.9556  0.085
H 5.7131 -1.7442 -2.4164  0.082
H 5.8966 -0.8147 -3.8491  0.072
C -3.0366 1.0760 5.2682  -0.130
O -2.8448 2.1389 4.3940  -0.170
C -1.6842 2.1194 3.6047  -0.198
C -0.4042 2.4896 4.3544  -0.173
O 0.0000 1.4557 5.2755  -0.142
C 1.1169 1.7343 6.1584  -0.160
C 1.1361 0.6263 7.2267  -0.235
O 1.4139 -0.6339 6.6854  -0.168
C 1.4191 -1.6486 7.6915  -0.103
H -2.2824 1.0363 6.0541  0.069
H -2.9225 0.1149 4.7667  0.090
H -4.0066 1.1607 5.7581  0.082
H -1.7935 2.9002 2.8520  0.130
H -1.4516 1.1950 3.0759  0.125
H -0.6686 3.4055 4.8830  0.117
H 0.3722 2.7405 3.6316  0.111
H 1.0184 2.7127 6.6285  0.115
H 2.0919 1.7874 5.6740  0.119
H 0.1956 0.6888 7.7740  0.119
H 1.9577 0.8426 7.9095  0.116
H 0.4882 -1.5818 8.2545  0.082
H 2.3017 -1.5631 8.3253  0.080
H 1.4563 -2.6313 7.2214  0.084
C -5.6784 -1.9558 -4.5849  -0.064
C -5.8677 -1.0844 -3.3620  -0.216
O -4.6287 -0.7752 -2.7258  0.015
C -4.6657 -0.0113 -1.6027  -0.312
O -5.6716 0.2017 -0.8816  0.115
C -3.2756 0.4420 -1.1896  -0.568
F -2.3558 0.0322 -2.0202  0.195
F -3.2378 1.7792 -1.0928  0.168
F -2.9943 -0.0292 0.0543  0.154
H -5.4667 -3.0200 -4.4815  0.062
H -5.0378 -1.4767 -5.3252  0.081
H -6.6538 -2.0165 -5.0676  0.076
H -6.5717 -1.6436 -2.7458  0.121
H -6.4059 -0.1520 -3.5326  0.129

Cartesian forces (eV/Å) of the 6 atoms listed first:
-3.825 -0.005 -0.184
3.048 -1.071 3.212
2.415 0.966 -4.182
-1.208 -0.110 1.584
-0.418 0.488 -0.377
-0.969 -0.505 -0.875

***

(3)
Below is C30H73BrN2O17 as an isolated structure in a non-equilibrium geometry, with properties calculated with ωB97M-V with the def2-TZVPD basis set.

As for the total charge: 0. The largest force on an atom comes out at 0.0919 hartree/bohr. The value obtained for the LUMO energy is -0.53 eV. Its HOMO-LUMO gap is 0.2981 hartree. The calculation puts the energy at -140110.22485 eV.

Last column: Löwdin charge in e.
Atoms and positions in Å:
C -4.9164 2.1880 3.1727  -0.089
C -4.8870 2.3110 1.5441  -0.215
N -3.5542 2.9037 1.1955  -0.099
C -2.6414 1.9404 0.5147  -0.174
C -2.3908 0.5589 1.2884  -0.107
C -0.8853 0.3132 1.7556  -0.029
C -0.0687 -0.9291 1.2447  -0.083
C -0.6413 -2.0309 0.2483  -0.114
C -1.1118 -3.3033 1.1592  -0.367
C -2.1247 -4.2802 0.3872  -0.047
O -1.7473 -2.7793 2.3614  -0.088
C 1.4021 -1.1444 1.7580  0.015
C 2.1135 -0.2020 2.7637  0.029
C 1.3097 1.0113 3.2742  -0.041
C -0.1400 1.2334 2.7551  0.018
C -0.6477 2.5566 3.4762  -0.373
O -1.7602 3.1020 3.5505  0.084
N 0.5802 3.1087 4.1325  -0.364
Br 1.4512 4.4041 3.0472  0.839
C 1.6821 2.1495 4.3218  -0.470
O 2.6534 2.1405 5.1024  0.057
C -3.8760 3.9446 0.1606  -0.370
C -4.7628 3.6102 -1.1581  -0.016
O -3.5160 5.1482 0.2683  0.039
H -4.5414 1.1810 3.5501  0.062
H -4.3895 3.0831 3.6629  0.080
H -6.0236 2.2679 3.4856  0.070
H -5.7797 2.9998 1.2972  0.111
H -5.0557 1.2732 1.0824  0.120
H -2.9231 1.6929 -0.5705  0.113
H -1.6141 2.4629 0.4488  0.121
H -3.0602 0.3714 2.1909  0.108
H -2.6331 -0.2843 0.5335  0.095
H 0.2308 -2.3993 -0.4091  0.118
H -1.4638 -1.6675 -0.4530  0.097
H -0.1442 -3.8320 1.4773  0.147
H -3.1909 -3.8617 0.5515  0.089
H -2.1285 -5.3158 0.8939  0.064
H -1.8669 -4.3805 -0.7222  0.089
H -2.4564 -2.1847 2.0134  0.083
H 1.9895 -2.0514 1.3861  0.101
H 3.1886 -0.3754 3.1338  0.097
H -5.8292 4.0239 -0.9238  0.069
H -4.8908 2.4866 -1.3250  0.071
H -4.4088 4.1771 -2.0823  0.088
C -0.1341 2.6902 -2.8428  -0.145
O -0.6281 2.9420 -1.5369  -0.141
H -0.5813 1.7676 -3.2135  0.056
H -0.4067 3.5166 -3.5049  0.082
H 0.9528 2.5792 -2.8117  0.081
H -0.2204 3.7620 -1.2277  0.079
C 3.8410 4.9529 -0.0898  -0.156
O 2.4904 4.8575 -0.5199  -0.151
H 4.4476 4.2589 -0.6719  0.083
H 4.2049 5.9717 -0.2480  0.079
H 3.9093 4.6912 0.9689  0.040
H 1.9791 5.4808 0.0112  0.057
C 0.3768 -7.4045 0.4656  -0.153
O 0.2725 -6.5224 -0.6425  -0.146
H 0.1487 -6.8538 1.3784  0.067
H -0.3367 -8.2243 0.3505  0.078
H 1.3942 -7.8001 0.5266  0.076
H 0.4788 -7.0353 -1.4348  0.073
C 1.9766 -4.9116 -3.0004  -0.168
O 1.3567 -5.6944 -4.0128  -0.126
H 2.5535 -5.5690 -2.3497  0.082
H 2.6438 -4.1816 -3.4592  0.047
H 1.2098 -4.4012 -2.4112  0.066
H 0.8541 -5.0902 -4.5727  0.072
C 5.0811 -4.3212 -5.7931  -0.148
O 4.5834 -4.0967 -4.4819  -0.144
H 4.6362 -5.2356 -6.1858  0.083
H 4.8114 -3.4817 -6.4391  0.074
H 6.1678 -4.4329 -5.7612  0.076
H 4.9914 -3.2836 -4.1575  0.083
C 5.8566 4.9426 3.5499  -0.145
O 5.1945 3.8213 2.9801  -0.160
H 5.8243 5.7695 2.8393  0.079
H 5.3504 5.2381 4.4723  0.083
H 6.8971 4.6877 3.7608  0.056
H 5.2369 3.1060 3.6277  0.069
C 6.2145 -0.8220 1.2989  -0.157
O 5.7239 -0.5846 2.6102  -0.138
H 5.7692 -1.7415 0.9182  0.078
H 5.9395 0.0101 0.6459  0.077
H 7.3016 -0.9315 1.3260  0.075
H 6.1321 0.2324 2.9234  0.074
C -2.3120 1.1768 -5.9516  -0.145
O -2.5888 1.0930 -4.5603  -0.145
H -1.8727 0.2353 -6.2806  0.073
H -3.2397 1.3548 -6.5015  0.077
H -1.6054 1.9893 -6.1370  0.081
H -2.9754 1.9375 -4.2955  0.077
C 1.0834 -0.8151 -5.3480  -0.155
O 0.9756 0.0368 -6.4796  -0.133
H 0.8616 -0.2372 -4.4504  0.074
H 0.3672 -1.6365 -5.4347  0.076
H 2.0996 -1.2120 -5.2801  0.072
H 1.1761 -0.4973 -7.2583  0.078
C -4.8804 -1.3011 -1.8037  -0.153
O -3.5363 -1.4579 -2.2324  -0.138
H -5.2613 -2.2699 -1.4789  0.079
H -4.9220 -0.5975 -0.9672  0.059
H -5.4910 -0.9322 -2.6317  0.079
H -3.2238 -0.5869 -2.5146  0.057
C 9.6337 3.9258 5.3069  -0.160
O 8.7837 5.0611 5.3782  -0.137
H 9.4701 3.4236 4.3530  0.077
H 10.6777 4.2416 5.3744  0.075
H 9.3990 3.2372 6.1226  0.077
H 8.9472 5.4864 6.2292  0.080
C -3.5097 -7.3355 2.4457  -0.165
O -2.2032 -7.2210 2.9889  -0.138
H -3.4697 -7.9676 1.5581  0.081
H -4.1751 -7.7898 3.1842  0.076
H -3.8792 -6.3448 2.1686  0.067
H -2.2689 -6.6576 3.7704  0.082
C -8.4514 3.9247 0.0426  -0.165
O -8.1027 2.5615 -0.1379  -0.140
H -7.5419 4.5048 0.2019  0.062
H -8.9637 4.2929 -0.8498  0.081
H -9.1015 4.0232 0.9154  0.080
H -8.9233 2.0725 -0.2765  0.079

Cartesian forces (eV/Å) of the 6 atoms listed first:
-1.324 0.285 -0.347
-0.520 -0.432 2.267
-1.517 0.460 -2.848
1.888 -0.140 0.160
0.558 -0.996 -0.237
3.223 -0.810 1.001

***

(4)
Below is a 9-piece molecular cluster, C7H32NO8 overall in a non-equilibrium geometry, with properties calculated with ωB97M-V with the def2-TZVPD basis set.

As for the total charge: +1. The largest force on an atom comes out at 0.1071 hartree/bohr. The value obtained for the LUMO energy is -2.28 eV. Its HOMO-LUMO gap is 0.3576 hartree. The energy above the lowest of the compared OMol25 structures with the same formula, charge and spin is 331.3 kJ/mol. The calculation puts the energy at -25640.99541 eV.

Last column: Löwdin charge in e.
Atoms and positions in Å:
C -0.2594 2.6529 -1.1791  -0.040
C -0.6274 1.3392 -0.5714  -0.364
C 0.1581 0.8149 0.5043  -0.214
C 1.3473 -0.1159 0.1380  -0.173
C -0.7858 -3.3633 -0.5951  -0.094
C -0.3394 -2.0500 -0.0493  -0.143
C 0.8906 -1.5074 -0.1668  -0.112
N -2.1932 1.3353 -0.1696  0.196
H 0.8542 2.6968 -1.2085  0.089
H -0.5496 3.5394 -0.5761  0.101
H -0.6253 2.7559 -2.2022  0.085
H -0.4227 0.5274 -1.3786  0.139
H 0.5708 1.7471 0.9594  0.126
H -0.4039 0.4191 1.3101  0.084
H 2.0978 -0.0803 0.9639  0.087
H 1.9441 0.4339 -0.7197  0.128
H -0.8289 -4.0398 0.2925  0.091
H -1.8412 -3.2687 -0.9255  0.080
H -0.2488 -3.8159 -1.4523  0.088
H -1.2011 -1.6327 0.5048  0.100
H 1.5821 -2.0048 -0.6374  0.048
H -2.7541 1.1733 -1.0146  0.096
H -2.3452 0.4971 0.4494  0.087
H -2.3317 2.3582 0.2529  0.217
H -4.0031 -0.9763 1.7008  0.019
H -3.0179 -0.1698 2.5628  0.057
O -3.2716 -0.4368 1.6415  -0.045
H 1.2126 -1.6997 2.2722  0.055
H 1.1778 -2.4022 3.6574  0.137
O 0.9142 -1.5342 3.1966  -0.076
H 3.2755 0.1536 -2.3990  0.018
H 3.3825 -1.1554 -3.1006  0.003
O 2.8967 -0.4049 -3.0316  0.035
H -2.9945 -0.3921 -3.0735  0.074
H -1.7567 0.3486 -3.0207  0.015
O -2.5002 0.1305 -2.4339  -0.060
H 0.8401 -0.1561 -3.6023  0.033
H -0.2757 0.5830 -4.7851  0.127
O -0.0118 0.2741 -3.8359  -0.104
H -0.5615 -0.6766 3.2668  0.007
H -1.4718 -0.7641 4.3745  0.030
O -1.4654 -0.3795 3.5309  -0.057
H 3.7335 2.9872 0.0313  0.006
H 2.8413 1.9745 0.8609  0.008
O 2.9112 2.6265 0.1660  -0.004
H 2.4691 -0.1247 3.2602  0.015
H 1.5854 1.0261 3.3052  0.033
O 2.4030 0.7565 2.9262  -0.026

Cartesian forces (eV/Å) of the 6 atoms listed first:
1.031 0.875 0.196
-2.356 -2.214 -3.796
3.253 1.769 2.964
0.287 1.933 -0.248
-0.623 -0.911 0.264
0.291 0.558 0.019

***

Which of these has the highest largest force on an atom? C7H32NO8